{"formula": "C54H32CdCl4N7Se", "method": "the ωB97M-V functional and the def2-TZVPD basis", "energy_ha": -6870.332367, "total_charge": -1, "de_lowest_ev": 2.486, "gap_ha": [0.2014, 0.2015], "symbols": ["Cd", "Cl", "C", "C", "C", "C", "C", "C", "C", "C", "C", "C", "C", "C", "C", "C", "C", "C", "Cl", "C", "C", "C", "N", "C", "C", "C", "C", "C", "C", "Cl", "C", "C", "C", "C", "C", "C", "N", "C", "C", "C", "C", "C", "N", "C", "C", "C", "C", "Cl", "C", "C", "C", "C", "N", "H", "H", "H", "H", "H", "H", "H", "H", "H", "H", "H", "H", "H", "H", "H", "H", "H", "H", "H", "H", "H", "H", "H", "H", "N", "C", "C", "C", "C", "C", "C", "C", "C", "N", "C", "H", "H", "H", "H", "H", "H", "H", "H", "Se", "C", "N"], "xyz": [[0.073, -0.091, 0.476], [6.316, -4.141, -5.335], [5.219, -3.159, -4.322], [3.867, -3.422, -4.311], [3.026, -2.707, -3.457], [3.573, -1.707, -2.673], [4.910, -1.354, -2.876], [5.805, -2.115, -3.655], [2.697, -1.023, -1.730], [1.613, -0.306, -2.282], [1.582, 0.042, -3.684], [0.387, 0.722, -3.859], [-0.260, 0.825, -2.504], [-1.284, 1.694, -2.251], [-2.047, 2.109, -3.422], [-2.274, 3.481, -3.596], [-3.079, 3.928, -4.645], [-3.422, 3.046, -5.638], [-4.153, 3.516, -7.231], [-3.169, 1.685, -5.507], [-2.446, 1.200, -4.443], [-1.613, 2.210, -1.013], [-0.916, 1.930, 0.094], [-1.745, 2.328, 1.098], [-1.422, 2.246, 2.502], [-2.495, 2.861, 3.405], [-2.487, 4.228, 3.755], [-3.433, 4.730, 4.673], [-4.341, 3.876, 5.158], [-5.570, 4.510, 6.223], [-4.365, 2.527, 4.989], [-3.428, 1.996, 4.087], [-0.296, 1.713, 3.133], [-0.017, 1.646, 4.567], [1.127, 0.925, 4.655], [1.462, 0.462, 3.339], [0.651, 0.941, 2.442], [2.602, -0.360, 3.107], [2.939, -0.853, 1.854], [4.014, -1.820, 1.550], [4.040, -1.929, 0.215], [2.929, -1.197, -0.331], [2.341, -0.514, 0.707], [3.383, -0.812, 4.308], [4.232, 0.065, 4.974], [5.045, -0.305, 6.057], [5.095, -1.657, 6.331], [5.933, -2.110, 7.767], [4.299, -2.552, 5.676], [3.440, -2.167, 4.694], [-2.805, 3.147, 0.594], [-2.781, 3.004, -0.778], [0.539, 0.144, -1.625], [3.489, -4.282, -4.797], [1.993, -2.965, -3.343], [5.353, -0.571, -2.283], [6.836, -1.753, -3.560], [2.405, -0.243, -4.391], [-0.010, 1.265, -4.707], [-1.861, 4.253, -2.943], [-3.462, 4.962, -4.736], [-3.360, 1.101, -6.373], [-2.192, 0.148, -4.430], [-1.740, 4.915, 3.316], [-3.571, 5.784, 4.799], [-5.080, 1.891, 5.470], [-3.422, 0.904, 3.867], [-0.609, 2.029, 5.398], [1.627, 0.827, 5.617], [4.653, -2.350, 2.267], [4.805, -2.590, -0.352], [4.315, 1.105, 4.621], [5.627, 0.442, 6.581], [4.355, -3.559, 6.035], [2.799, -2.889, 4.070], [-3.567, 3.674, 1.171], [-3.472, 3.262, -1.554], [-0.367, -3.256, -0.799], [-1.190, -2.977, -1.857], [-1.015, -3.583, -3.060], [-1.832, -3.353, -4.172], [-2.911, -2.465, -4.017], [-3.099, -1.813, -2.763], [-4.217, -1.005, -2.550], [-4.368, -0.383, -1.302], [-3.321, -0.571, -0.367], [-2.277, -1.370, -0.494], [-2.208, -2.029, -1.697], [0.324, -4.001, -0.890], [-0.730, -2.961, 0.097], [-0.222, -4.311, -3.075], [-1.598, -3.927, -5.069], [-3.477, -2.058, -4.851], [-4.903, -0.710, -3.344], [-5.232, 0.206, -1.092], [-3.340, -0.002, 0.565], [-1.535, -2.384, 4.745], [-1.043, -2.094, 3.015], [-0.640, -1.746, 1.971]], "forces_ev_per_angstrom": [[0.2, -0.4, 0.8], [-0.6, 0.1, 0.3], [1.5, -0.5, -1.3], [-0.3, 0.1, 1.0], [1.3, -0.4, -0.4], [0.6, 0.3, -0.7], [0.5, -0.8, 0.5], [-1.3, 1.7, 1.5], [-0.7, 0.2, 2.4], [0.4, -0.4, -0.2], [-1.0, 0.4, -0.7], [0.7, -0.2, 1.3], [2.5, -1.0, -1.8], [0.1, -0.5, -0.9], [0.1, 0.5, -0.9], [-0.9, 0.1, -0.5], [-0.3, 1.1, -0.6], [-0.7, -0.7, -0.8], [0.3, 0.1, 1.4], [0.8, 0.8, -0.6], [-0.4, 0.9, 0.9], [-0.5, 0.4, -0.7], [-1.4, -0.8, 1.1], [1.7, 1.5, 1.7], [-0.8, 0.7, 0.3], [0.1, -0.6, 1.4], [0.1, -0.4, -0.1], [1.4, 0.4, -2.3], [-1.7, -0.1, 2.0], [-0.4, 0.4, 0.3], [1.4, -1.3, -1.8], [0.4, 0.3, -0.7], [-0.8, -1.0, -0.9], [0.2, 0.0, -0.7], [-0.8, 0.8, 1.7], [2.3, -0.4, 0.8], [-1.8, 1.6, -0.3], [-0.5, -0.4, 0.3], [0.6, -0.8, 0.4], [0.2, 0.3, 0.8], [2.0, -2.5, -1.1], [0.4, 1.6, -0.7], [-0.9, -0.3, -1.7], [0.7, -0.5, -0.4], [0.4, 1.1, 0.2], [-0.5, -0.1, -1.4], [-0.2, 1.6, 1.0], [0.6, -0.5, 0.4], [0.1, -1.3, 0.5], [-1.6, 0.0, -2.4], [-1.3, -0.4, -0.5], [0.7, -0.5, 1.2], [-0.2, 0.4, -0.4], [-0.2, -0.6, -0.7], [-0.4, -0.1, -0.1], [-0.2, 0.3, 0.1], [-0.3, -0.9, -0.8], [-1.2, 0.6, 0.7], [0.4, -0.3, -0.1], [-0.2, -0.6, 0.1], [0.8, -0.5, 0.1], [-0.3, -0.8, -0.4], [0.0, 0.1, 0.4], [-0.5, -0.5, 0.2], [0.3, 0.4, 0.4], [-0.2, -0.1, 0.2], [0.1, 0.9, 0.2], [0.2, 0.1, -0.5], [0.1, -0.6, -0.5], [-0.3, 0.5, -0.4], [-1.7, 1.3, 0.9], [-0.3, -0.5, 0.2], [0.0, -0.2, 0.0], [-0.1, -0.6, -0.1], [1.0, 1.0, 1.4], [0.4, -0.3, -0.1], [-0.3, 0.4, 0.2], [0.0, 0.1, -0.2], [1.1, -0.3, 0.6], [0.1, -0.7, -0.6], [-1.0, 0.9, 0.5], [1.5, -0.3, -0.4], [0.0, -0.8, -0.8], [-0.5, 1.9, 1.7], [1.2, -1.5, -1.6], [0.1, 0.2, 0.9], [-1.1, 0.4, -1.3], [-0.5, 0.6, 0.6], [-0.6, 0.5, 0.3], [0.5, -0.2, 0.4], [0.2, -0.3, -0.4], [-0.3, 0.5, 0.0], [-0.2, -0.6, 0.0], [0.1, -0.5, 0.0], [-0.2, 0.5, 0.2], [-0.1, -0.1, -0.1], [0.0, -0.1, -0.7], [0.4, 0.7, 0.1], [-0.3, -0.5, 0.4]]}

=====

{"formula": "C5H8O4", "method": "the ωB97M-V functional and the def2-TZVPD basis", "energy_ha": -496.145537, "smiles": "C=C[C@](C)(O)C(=O)OO", "de_lowest_ev": 4.275, "gap_ha": 0.3669, "symbols": ["C", "C", "C", "C", "C", "O", "O", "O", "O", "H", "H", "H", "H", "H", "H", "H", "H"], "xyz": [[0.094, 0.034, 0.300], [-0.037, -1.493, 0.388], [0.274, 0.414, -1.214], [-1.099, 0.671, 0.986], [-2.103, 1.397, 0.474], [1.571, 0.681, -1.588], [2.453, -0.338, -1.024], [1.193, 0.436, 1.124], [-0.631, 0.478, -2.040], [2.674, -0.766, -1.875], [2.000, 0.238, 0.610], [-1.115, 0.517, 2.066], [-0.450, -1.811, 1.352], [-0.685, -1.890, -0.403], [0.939, -1.982, 0.301], [-2.198, 1.621, -0.583], [-2.879, 1.790, 1.125]], "forces_ev_per_angstrom": [[0.0, -0.2, 0.4], [-0.1, -0.7, -0.2], [-2.5, -0.4, -0.3], [-1.1, 0.8, -0.5], [0.7, -0.5, 0.1], [0.2, -0.1, -0.4], [-0.3, 0.3, -1.2], [0.3, 0.1, -1.0], [2.5, 0.1, 2.0], [0.1, 0.0, 0.6], [-0.4, 0.1, 0.8], [0.3, -0.2, -0.2], [0.0, 0.3, -0.1], [0.0, 0.1, 0.1], [-0.1, 0.2, -0.1], [0.1, -0.1, 0.1], [0.2, -0.1, 0.0]]}

=====

{"formula": "CH4ClN2O", "method": "the ωB97M-V functional and the def2-TZVPD basis", "energy_ha": -684.908407, "total_charge": 1, "de_lowest_ev": 6.424, "gap_ha": [0.3229, 0.3230], "symbols": ["C", "N", "N", "O", "Cl", "H", "H", "H", "H"], "xyz": [[-1.336, -0.170, 0.052], [1.938, 0.984, 0.131], [-0.019, -0.196, -0.270], [0.487, -0.953, -0.965], [2.616, -0.261, -0.581], [-1.856, -1.054, 0.258], [-2.154, 0.295, -0.585], [-1.442, 0.588, 0.913], [1.765, 0.767, 1.048]], "forces_ev_per_angstrom": [[-4.3, 4.0, 2.5], [-0.1, 0.2, -3.7], [2.4, 1.8, -0.2], [-0.6, -2.2, -1.4], [0.8, 0.9, 0.5], [0.1, -2.1, 0.4], [1.7, -0.1, -0.7], [0.3, -1.5, -0.9], [-0.2, -0.9, 3.5]]}

=====

{"formula": "C2H2AlFO", "method": "the ωB97M-V functional and the def2-TZVPD basis", "energy_ha": -494.577392, "total_charge": 1, "spin_multiplicity": 2, "de_lowest_ev": 0.150, "gap_ha": [0.3165, 0.1963], "s_squared": 0.75, "symbols": ["F", "O", "C", "C", "Al", "H", "H"], "xyz": [[-1.364, -0.901, 0.434], [-0.629, 1.166, 0.315], [0.073, 0.148, 0.254], [1.149, -0.358, -0.332], [-2.322, 1.111, 0.555], [1.462, -1.374, -0.100], [1.632, 0.208, -1.126]], "forces_ev_per_angstrom": [[0.1, 1.3, 0.8], [-0.1, 3.4, 0.5], [0.8, -2.4, -2.6], [-1.4, -0.5, 1.1], [0.6, -2.3, -0.1], [-0.2, 0.2, -0.3], [0.3, 0.4, 0.7]]}